# C4H6S2

A 2-piece molecular cluster, C4H6S2 overall (ωB97M-V/def2-TZVPD, the Open Molecules 2025 dataset).

## Properties
energy above the lowest of the compared OMol25 structures with the same formula, charge and spin: 341.4 kJ/mol
lowest unoccupied orbital energy: -0.04 eV
electronic energy: -952.23935 hartree
HOMO energy: -8.39 eV
charge: 0
max |F|: 5.7 eV/Å

```
12
C4H6S2, DFT ωB97M-V/def2-TZVPD
C -2.1344 0.8235 0.8590
C 0.2579 0.1171 0.2970
C 0.3314 -1.0252 -0.4150
C 1.2081 1.2813 -0.0080
S -2.9785 0.9559 -0.4004
S -0.6599 -2.2911 0.3874
H -0.4325 0.2351 1.0198
H 1.0632 -1.3047 -1.1200
H 0.7726 2.2067 -0.3361
H 1.9218 0.8304 -0.7244
H 1.6797 1.3586 0.9701
H -1.0294 -3.1876 -0.5293
```